{"formula": "C38H69N4O2S", "method": "ωB97M-V with the def2-TZVPD basis set", "symbols": ["S", "O", "O", "N", "N", "N", "N", "C", "C", "C", "C", "C", "C", "C", "C", "C", "C", "C", "C", "C", "C", "C", "C", "C", "C", "C", "C", "C", "C", "C", "C", "C", "C", "C", "C", "C", "C", "C", "C", "C", "C", "C", "C", "C", "C", "H", "H", "H", "H", "H", "H", "H", "H", "H", "H", "H", "H", "H", "H", "H", "H", "H", "H", "H", "H", "H", "H", "H", "H", "H", "H", "H", "H", "H", "H", "H", "H", "H", "H", "H", "H", "H", "H", "H", "H", "H", "H", "H", "H", "H", "H", "H", "H", "H", "H", "H", "H", "H", "H", "H", "H", "H", "H", "H", "H", "H", "H", "H", "H", "H", "H", "H", "H", "H"], "coordinates": [[3.630640, -9.094423, 1.143279], [-4.715257, -4.476367, -2.336253], [-6.681836, -3.840209, -3.050450], [-0.643876, 7.751058, 2.074688], [-1.943859, -7.195397, 2.675415], [2.334965, -9.485185, 2.017477], [3.145324, -7.690934, 0.549496], [1.410201, 3.611029, 0.610589], [-1.106196, 7.270347, -0.210741], [0.155441, -8.399813, 2.418780], [-3.885068, 8.927094, 1.536723], [-3.507395, -4.060641, -1.669318], [0.373055, 7.649428, -0.158775], [3.969068, -3.412798, -3.009144], [0.174990, 1.921662, -0.751426], [0.511888, -0.692371, -2.840924], [2.234241, 2.759039, 1.574853], [0.023714, 3.041388, 0.260981], [4.544844, -3.577239, -1.600370], [-2.919395, 8.776367, 2.715832], [1.538545, 2.399489, 2.898532], [2.878354, -1.105276, -3.574955], [3.114747, -4.757598, 0.191364], [-3.009221, -5.220624, -0.831054], [-5.090272, -2.118115, -3.034268], [1.920448, -7.446366, 1.011988], [-1.139721, 1.156642, -1.040596], [1.848440, -1.364321, -2.484221], [4.152859, -1.977079, -3.536335], [-5.560869, -3.529960, -2.786998], [-1.023107, -0.354100, -0.776878], [4.125852, -4.927898, -0.966451], [-1.495115, -5.069719, -0.560788], [-0.244682, 7.113444, 3.363455], [-0.157896, -6.271662, 1.241950], [0.606205, 8.136487, 1.276407], [-1.452827, 9.001641, 2.350682], [0.898056, 1.010645, 2.856621], [1.678706, -5.211985, -0.173433], [-1.351424, 6.755560, 1.190357], [1.455557, -8.507808, 1.860999], [-0.677219, -1.189662, -2.010287], [-0.625953, -7.330701, 2.122510], [-1.103724, -5.129031, 0.939898], [1.107464, -6.302945, 0.708606], [2.421669, -1.154135, -4.560292], [1.582332, -5.507017, -1.216049], [-1.552006, -1.249491, -2.654181], [0.477596, 0.749022, 3.823331], [0.311025, -0.958804, -3.878334], [1.621192, -2.419877, -2.351434], [-4.377986, -1.737887, -2.311550], [-1.938910, -7.281994, 3.679808], [-4.682141, -2.052040, -4.038737], [4.216607, -2.728843, -1.000000], [2.311771, 2.344746, 3.661603], [-0.343222, -0.559550, 0.047482], [-3.824601, 8.096485, 0.832543], [-0.455854, -2.201757, -1.673026], [-1.124732, -4.138253, -0.982903], [1.462473, 7.649432, 1.734650], [2.533427, 1.830756, 1.094829], [2.185367, -0.983138, -1.519100], [-3.160342, -6.111697, -1.434230], [0.996062, 6.777277, -0.356408], [-3.069162, 7.816255, 3.213834], [-1.727450, 8.142934, -0.418972], [3.687188, -5.528253, -1.756545], [-1.490760, 1.314357, -2.057181], [0.528362, 2.351535, -1.688198], [-1.141197, 6.824372, 3.906747], [0.928568, 1.199591, -0.450565], [0.610029, 0.390599, -2.834713], [-0.933453, 9.497638, 3.169456], [5.630004, -3.528943, -1.640045], [3.161939, 3.297157, 1.763892], [3.200839, -0.070142, -3.450784], [0.834683, 3.177066, 3.197582], [1.039331, -4.347651, -0.033874], [1.344273, 4.650371, 0.945700], [-3.684116, 9.847244, 0.986731], [-1.975638, -5.209652, 1.572590], [1.670767, 0.298534, 2.581784], [-1.914691, 1.532000, -0.373018], [-0.976095, -5.863100, -1.085911], [-0.580807, -4.213842, 1.214783], [0.357159, 6.235018, 3.145673], [4.510728, -2.053522, -4.561166], [-3.679346, -3.198247, -1.029909], [-0.856189, 5.794699, 1.335578], [-1.320754, 6.519148, -0.967359], [-2.392599, 6.658730, 1.480555], [-2.603635, -7.836103, 2.260629], [-1.998615, -0.699671, -0.427219], [3.061399, -3.718668, 0.501301], [-0.509454, 2.716682, 1.152217], [2.943964, -3.764487, -3.073174], [-3.182834, 9.538416, 3.450193], [-2.772137, -3.802941, -2.428474], [-5.975380, -1.497012, -2.994543], [-3.580470, -5.314073, 0.085923], [-0.561469, 3.850680, -0.182009], [0.334613, 7.827796, 3.942524], [-0.195952, -9.184078, 3.073253], [1.957796, 3.629957, -0.332801], [-1.370391, 9.641888, 1.474719], [3.480226, -5.308212, 1.047614], [0.736062, 9.212314, 1.345300], [0.111339, 0.921126, 2.111298], [4.985348, -5.488636, -0.613543], [4.944381, -1.476850, -2.983445], [-4.912325, 8.973793, 1.893460], [0.635954, 8.404493, -0.896121], [4.551543, -4.064642, -3.659589]], "atomic_forces_ev_per_a": [[-0.412, 0.042, 0.186], [0.272, 0.460, 0.532], [-0.616, -0.304, -0.177], [0.419, -0.080, -0.035], [0.161, 0.262, -0.060], [0.280, -0.455, 0.089], [0.341, 0.257, -0.385], [-0.161, -0.527, -0.345], [0.016, 0.063, -0.012], [0.017, -0.381, 0.253], [0.040, -0.139, 0.026], [-0.134, -0.420, -0.091], [0.071, 0.018, -0.116], [1.096, 0.338, -0.136], [-0.845, -0.228, -0.628], [0.103, -0.608, -0.193], [-0.234, 0.350, 0.260], [0.678, 0.443, 0.029], [-0.427, -0.602, -0.046], [-0.174, 0.205, -0.199], [0.459, -0.363, -0.285], [0.643, 0.150, 0.655], [-0.057, -0.537, -0.613], [0.586, 0.101, -0.664], [-0.036, 0.085, 0.292], [-0.141, -0.331, 0.095], [0.370, -0.338, 0.661], [-0.728, 0.445, -0.152], [-0.575, -0.329, -0.436], [-0.047, 0.064, -0.141], [-0.670, -0.050, -0.266], [-0.091, 0.829, 0.306], [-0.342, -0.085, 0.651], [-0.163, 0.040, -0.010], [-0.044, -0.029, 0.171], [0.037, -0.087, -0.104], [-0.222, -0.051, 0.154], [-0.082, 0.376, -0.062], [-0.222, 0.140, 0.857], [-0.112, -0.058, -0.174], [-0.291, 0.921, -0.255], [0.421, 0.410, 0.231], [0.134, 0.051, -0.242], [0.608, -0.056, -0.420], [0.133, -0.222, 0.045], [-0.211, -0.230, -0.065], [0.190, -0.047, -0.181], [-0.202, 0.042, -0.032], [0.000, -0.165, 0.090], [-0.025, 0.027, -0.169], [0.206, -0.177, -0.027], [0.231, -0.013, -0.045], [-0.085, -0.234, 0.036], [0.197, -0.035, -0.079], [-0.034, -0.013, 0.258], [-0.005, 0.190, 0.249], [0.268, 0.102, 0.068], [-0.009, 0.029, -0.026], [-0.079, -0.186, -0.098], [-0.036, 0.132, -0.084], [-0.012, 0.022, 0.063], [0.020, -0.118, -0.191], [0.227, -0.077, 0.145], [-0.194, -0.214, 0.110], [-0.042, -0.026, 0.015], [0.056, 0.014, 0.069], [-0.040, -0.029, -0.007], [-0.113, -0.275, -0.038], [-0.022, 0.105, -0.144], [0.222, 0.135, -0.023], [0.024, 0.003, 0.038], [0.195, -0.003, 0.233], [-0.047, 0.156, 0.077], [0.114, 0.004, -0.069], [0.157, 0.198, -0.165], [0.111, 0.036, 0.111], [-0.038, 0.191, -0.213], [-0.142, 0.061, 0.033], [-0.238, 0.154, -0.242], [-0.020, 0.042, 0.287], [-0.010, 0.022, 0.020], [-0.125, -0.030, 0.062], [0.042, -0.257, 0.125], [-0.110, 0.200, -0.004], [0.154, -0.099, -0.143], [-0.082, 0.221, 0.053], [-0.012, -0.025, 0.004], [0.137, 0.162, -0.109], [-0.109, 0.166, -0.004], [0.028, 0.007, 0.017], [-0.026, -0.029, 0.034], [0.033, 0.039, 0.086], [-0.044, -0.109, 0.095], [-0.048, -0.122, 0.090], [0.105, 0.217, -0.030], [-0.073, -0.079, 0.104], [-0.194, 0.064, 0.073], [0.084, -0.041, 0.077], [0.153, 0.096, -0.085], [-0.133, 0.103, -0.077], [-0.120, -0.025, 0.099], [-0.247, -0.030, -0.115], [-0.011, -0.005, 0.030], [-0.102, -0.047, 0.049], [0.140, 0.312, -0.103], [-0.049, -0.051, -0.061], [-0.075, -0.121, 0.212], [-0.010, 0.009, 0.106], [-0.115, 0.050, -0.070], [0.181, 0.036, 0.056], [0.049, 0.006, 0.215], [-0.002, -0.012, 0.001], [0.007, 0.047, 0.055], [-0.098, -0.240, -0.089]], "mulliken_charge": [0.107, -0.370, -0.569, 0.298, -0.479, -0.771, -0.416, -0.430, -0.734, -0.751, -1.178, -0.459, -0.529, -0.745, -0.330, -1.042, -0.728, -0.453, -0.801, -0.576, -0.348, -0.893, -1.317, -0.971, -0.680, 0.494, -1.265, 0.620, -1.002, 0.584, -0.756, -0.948, 1.324, -1.080, -0.304, -0.537, -0.729, -1.047, 0.241, -0.617, 0.635, 1.143, 0.077, -1.813, 0.401, 0.484, 0.479, 0.211, 0.428, 0.552, -0.202, 0.169, 0.244, 0.240, 0.437, 0.371, 0.301, 0.247, -1.140, -1.318, 0.353, 0.317, 0.081, 0.317, 0.208, 0.308, 0.333, 0.480, 0.415, 0.462, 0.358, 0.100, 0.146, 0.386, 0.320, 0.426, 0.201, 0.168, -0.369, -0.139, 0.330, 0.835, 0.309, 0.495, 0.446, 0.377, 0.383, 0.340, 0.394, 0.243, 0.567, 0.431, 0.231, 0.468, 0.699, 0.368, 0.473, 0.443, 0.421, 0.339, 0.396, 0.263, 0.435, 0.479, 0.426, 0.572, 0.624, 0.332, 0.057, 0.551, 0.435, 0.389, 0.371, 0.452], "gap_ev": 7.39, "total_charge": 1}